# 1
20
Properties=species:S:1:pos:R:3:forces:R:3:mulliken_charge:R:1 method="wB97M-V/def2-TZVPD" smiles="CCCCCC(=O)O" total_charge=0 multiplicity=1 orbital_gap_ev=11.346 e_homo_ev=-10.52
O -2.98184 -0.40243 1.15985 0.469 0.258 0.353 -0.54
C -2.60801 -0.28856 0.02876 -0.910 -0.490 -1.063 0.51
O -3.43894 0.23020 -0.93961 0.347 0.637 0.566 -0.46
C -1.34441 -0.78316 -0.61802 0.583 -0.467 0.023 -0.56
C -0.26917 0.30599 -0.73249 -0.342 0.465 0.959 -0.62
C 0.36729 0.62781 0.63370 0.197 -0.468 -0.332 -0.60
C 1.60276 -0.23103 0.91060 -0.055 0.265 0.130 -0.36
C 2.80844 0.10243 0.03594 -0.348 -0.381 -0.337 -1.17
H -4.12453 0.74027 -0.47070 0.047 -0.409 -0.157 0.34
H -0.99723 -1.67030 -0.08442 0.074 0.165 0.178 0.33
H -1.58601 -1.10313 -1.62078 -0.298 -0.115 -0.289 0.31
H -0.81056 1.17721 -1.09209 0.239 0.276 -0.318 0.32
H 0.51861 0.05191 -1.43785 -0.214 -0.134 -0.225 0.33
H -0.37618 0.42954 1.40817 0.017 0.256 0.100 0.28
H 0.68799 1.66826 0.69483 -0.221 0.138 -0.024 0.39
H 1.87571 -0.07132 1.95529 0.036 -0.183 0.060 0.33
H 1.34963 -1.28594 0.78478 0.024 -0.091 0.134 0.21
H 2.65665 -0.24619 -0.98830 -0.001 0.000 -0.020 0.31
H 3.68370 -0.42548 0.40762 0.196 0.202 0.017 0.36
H 2.98608 1.17392 -0.03526 0.162 0.076 0.246 0.30


# 2
13
Properties=species:S:1:pos:R:3:forces:R:3:mulliken_charge:R:1 method="wB97M-V/def2-TZVPD" smiles="C=C=O.CS.F" total_charge=0 multiplicity=1 orbital_gap_ev=9.687 e_homo_ev=-9.07
C -2.59093 -1.11994 -0.88917 0.290 0.054 -2.479 0.79
C -3.14369 -0.71158 0.17502 -1.336 0.242 4.389 -0.85
C 2.84347 0.81824 1.58051 2.922 -2.157 -0.265 -0.78
O -2.18305 -1.24411 -1.96891 0.398 -0.729 -0.140 -0.43
F -0.13784 0.01284 -3.28491 1.863 2.660 -0.760 -0.39
S 1.08221 0.82430 1.13369 0.483 0.922 -2.088 -0.19
H -3.77394 -1.26479 0.92981 0.791 0.430 -1.482 0.26
H -2.64965 0.16378 0.60563 -0.163 -0.055 -0.263 0.20
H -0.60255 -0.71050 -3.09667 -1.812 -2.588 0.772 0.41
H 3.18387 -0.29559 1.60208 -0.592 1.792 -0.082 0.26
H 3.65421 1.29664 0.92719 -1.819 -0.308 0.386 0.28
H 3.13262 1.16600 2.59078 -1.050 0.144 -0.374 0.28
H 1.18526 1.06472 -0.30504 0.024 -0.408 2.388 0.15


# 3
93
Properties=species:S:1:pos:R:3:forces:R:3:mulliken_charge:R:1 method="wB97M-V/def2-TZVPD" total_charge=0 multiplicity=1 orbital_gap_ev=9.387 e_homo_ev=-8.94
C 0.48606 -1.22722 -1.79572 -0.373 -0.157 -0.301 -0.36
C -0.49706 -1.01166 -2.95691 -0.288 0.051 0.478 -0.20
C -1.91535 -1.43832 -2.56402 0.386 -0.265 -0.120 -0.30
O -2.83459 -0.46353 -3.04141 -0.301 0.091 0.245 -0.40
C -4.16618 -0.89369 -3.09112 0.874 0.372 0.144 -0.75
N -4.61871 -1.42407 -1.78018 -0.384 -0.002 -0.646 0.08
S -5.54740 -0.28930 -0.82055 -0.250 0.156 0.308 -0.04
S -5.36537 -2.87971 -1.86151 -1.456 0.136 0.660 0.99
O -5.85459 -3.16893 -3.16304 0.701 -0.153 -0.174 -0.59
O -6.26303 -3.02138 -0.76553 0.584 0.069 0.004 -0.60
F -4.15978 -3.81582 -1.57483 0.122 -0.151 -0.265 -0.04
H 0.16431 -2.09758 -1.22293 0.228 -0.023 0.083 -0.04
H 0.47126 -0.36645 -1.12876 0.108 -0.013 0.085 0.33
H 1.49393 -1.41762 -2.15357 0.100 0.141 0.054 -0.10
H -0.16886 -1.55153 -3.84251 -0.009 0.084 -0.112 0.27
H -0.58249 0.04943 -3.18911 0.249 0.024 -0.221 0.24
H -1.98141 -1.53846 -1.47775 -0.178 0.192 0.043 0.24
H -2.15625 -2.43040 -2.96664 -0.067 0.040 -0.113 0.31
H -4.74786 0.00225 -3.29063 -0.163 -0.110 -0.258 0.42
H -4.27228 -1.64192 -3.87551 -0.226 -0.169 0.132 0.48
H -4.61146 0.66795 -0.77321 0.267 -0.241 -0.063 0.10
Cl -1.28298 -4.19923 -0.46641 0.025 -0.098 0.016 -0.08
C -2.05896 -5.70938 0.07534 -0.117 -0.007 0.038 -0.70
C -1.30925 -6.93424 -0.38144 -0.018 -0.050 0.033 0.01
Cl -1.41281 -7.15980 -2.14849 0.010 0.005 -0.012 -0.21
H -3.07859 -5.71311 -0.30143 0.018 0.034 -0.056 0.36
H -2.08858 -5.67640 1.16242 0.090 -0.031 0.010 0.29
H -1.74522 -7.81950 0.07880 -0.036 0.013 -0.008 0.35
H -0.25847 -6.88717 -0.11464 0.033 0.034 -0.050 -0.06
Cl 0.83200 -2.60782 3.63181 -0.013 0.007 -0.021 -0.19
C 0.10886 -4.11214 4.25504 -0.038 -0.001 0.075 -0.42
C 0.89506 -5.33135 3.84678 -0.005 -0.071 0.077 -0.59
Cl 0.78538 -5.64013 2.09555 -0.024 0.086 0.120 -0.08
H -0.91648 -4.16171 3.89705 0.017 0.020 -0.058 0.30
H 0.09597 -4.03416 5.34101 0.038 -0.007 0.002 0.33
H 0.49971 -6.21142 4.35152 -0.032 0.009 -0.007 0.30
H 1.94686 -5.23169 4.10007 0.020 0.042 -0.060 0.32
Cl 3.11233 -0.56365 -4.74177 -0.014 0.007 0.025 -0.20
C 4.66451 -1.00028 -3.97465 0.090 0.079 -0.021 -0.12
C 4.86975 -2.48900 -3.91206 0.033 -0.139 0.078 -0.04
Cl 3.73287 -3.27067 -2.77865 0.004 -0.034 -0.020 -0.18
H 4.68046 -0.55780 -2.98158 -0.065 -0.021 0.011 0.36
H 5.45410 -0.54884 -4.57147 0.016 -0.026 -0.029 -0.02
H 5.87984 -2.70045 -3.56085 -0.438 0.008 -0.010 -0.13
H 4.73951 -2.95305 -4.88678 -0.061 0.022 0.001 0.36
Cl -7.74838 1.90194 1.23270 0.023 -0.048 -0.019 -0.19
C -6.85058 3.34302 1.78050 -0.028 0.035 0.102 -0.39
C -6.35144 4.16996 0.62670 -0.032 0.197 0.077 -0.32
Cl -5.06610 3.33734 -0.28400 0.087 0.026 -0.094 -0.14
H -6.03290 3.00785 2.41198 0.027 -0.039 -0.058 0.18
H -7.53585 3.93714 2.38274 -0.026 0.009 -0.036 0.36
H -5.92114 5.09942 0.99791 0.072 -0.054 0.044 0.14
H -7.15071 4.40742 -0.07058 0.004 -0.085 -0.037 0.38
Cl 7.89799 0.49545 -5.74595 -0.030 -0.003 0.010 -0.18
C 9.33045 -0.03108 -4.82544 0.060 0.056 0.029 -0.46
C 9.43007 -1.53019 -4.72936 0.122 -0.095 0.003 -0.46
Cl 8.15174 -2.23731 -3.69947 0.403 0.140 -0.078 -0.20
H 9.28341 0.42833 -3.84157 -0.058 -0.014 0.005 0.31
H 10.20263 0.35472 -5.35017 -0.002 -0.024 -0.026 0.33
H 10.38254 -1.80324 -4.27861 -0.008 0.024 0.031 0.32
H 9.36039 -1.99755 -5.70784 -0.070 0.005 -0.001 0.31
Cl -3.54063 7.06675 0.96901 -0.043 0.040 0.030 -0.23
C -2.13407 6.41157 1.86184 0.067 -0.041 0.067 0.24
C -2.18794 4.91092 1.97129 0.028 -0.043 -0.160 -0.32
Cl -3.51608 4.36669 3.03116 -0.069 -0.009 0.061 -0.24
H -2.11251 6.89064 2.83754 -0.100 -0.157 -0.126 0.07
H -1.24343 6.71118 1.31454 -0.027 -0.025 -0.067 -0.05
H -1.26373 4.53420 2.40283 -0.089 0.043 0.061 0.20
H -2.32825 4.44379 0.99891 -0.091 -0.001 0.011 0.29
Cl -4.16763 8.67243 6.23501 0.016 -0.008 0.013 -0.18
C -3.55474 10.13183 5.41705 -0.032 0.065 0.026 -0.41
C -2.98968 9.82213 4.05567 -0.075 0.052 -0.124 -0.43
Cl -1.48302 8.87175 4.15510 0.100 0.176 0.149 -0.19
H -2.80862 10.58834 6.06220 0.025 -0.051 0.011 0.31
H -4.39429 10.81716 5.31399 -0.016 -0.022 -0.034 0.30
H -2.74642 10.74816 3.53776 0.033 0.013 0.038 0.34
H -3.69570 9.26018 3.44841 0.023 -0.061 0.024 0.30
Cl 1.10687 8.11284 -0.03365 -0.026 0.007 0.025 -0.19
C 2.51782 7.46841 0.84530 0.078 0.048 -0.008 -0.45
C 2.47583 5.96662 0.95141 0.118 -0.043 -0.038 -0.48
Cl 1.15598 5.41945 2.01806 0.158 -0.033 0.016 -0.17
H 2.54070 7.93467 1.82685 -0.058 -0.009 0.008 0.31
H 3.40586 7.77121 0.29329 -0.015 -0.025 -0.040 0.33
H 3.40673 5.59886 1.37929 -0.012 0.037 0.056 0.34
H 2.33353 5.49994 -0.01964 -0.077 0.023 -0.003 0.30
Cl 3.45284 -7.88506 4.03598 -0.024 0.019 0.017 -0.18
C 3.85271 -9.09147 2.78487 0.024 -0.120 -0.014 -0.46
C 4.49437 -8.47018 1.57183 0.062 -0.027 -0.111 -0.50
Cl 3.35869 -7.46170 0.64184 0.087 -0.038 0.009 -0.12
H 2.93746 -9.61595 2.52355 -0.040 0.065 -0.001 0.31
H 4.54342 -9.79900 3.24036 0.027 0.029 0.005 0.33
H 4.83863 -9.25832 0.90402 -0.020 -0.030 0.020 0.29
H 5.34442 -7.85031 1.84506 -0.036 0.042 0.029 0.33